(1)
The following is a DFT calculation (wB97M-V/def2-TZVPD) of a structure of composition C25H29IN3O8PS6W in a non-equilibrium geometry.

Cartesian coordinates (Å):
W  -2.533  -5.875  22.550
C  4.428  -5.395  20.804
C  2.941  -5.206  21.103
O  2.349  -6.480  21.451
P  1.111  -6.689  22.509
S  1.699  -6.468  24.372
S  -0.187  -5.384  21.624
O  0.724  -8.148  21.949
C  0.840  -9.284  22.808
C  -0.281  -10.229  22.375
H  4.918  -4.722  20.113
H  4.527  -6.285  20.221
H  4.960  -5.435  21.738
H  2.253  -4.761  20.301
H  2.820  -4.612  22.005
H  0.731  -8.920  23.838
H  1.793  -9.790  22.666
H  -1.284  -9.946  22.809
H  -0.150  -11.281  22.710
H  -0.388  -10.263  21.319
C  -3.972  -4.778  18.035
C  -3.380  -4.764  19.379
S  -2.931  -6.268  20.021
C  -3.164  -3.570  20.072
C  -3.417  -2.263  19.330
S  -2.478  -3.532  21.581
H  -3.226  -4.443  17.283
H  -4.881  -4.187  17.845
H  -4.289  -5.810  17.748
H  -2.534  -1.996  18.799
H  -3.615  -1.450  19.982
H  -4.295  -2.276  18.665
O  0.480  -3.093  24.598
C  0.091  -3.333  25.836
C  1.048  -2.975  26.779
C  0.794  -3.169  28.113
C  -0.439  -3.697  28.514
C  -1.339  -4.170  27.522
C  -1.088  -3.961  26.226
C  -1.966  -4.698  25.247
O  -1.707  -4.629  24.016
N  -2.958  -5.441  25.694
N  -3.608  -5.991  24.617
C  -4.723  -6.461  24.963
S  -5.885  -7.292  23.929
C  -6.754  -8.172  25.378
C  -6.647  -7.207  26.554
S  -5.026  -6.333  26.723
H  -0.163  -3.561  24.019
H  1.992  -2.437  26.423
H  1.561  -3.001  28.875
H  -0.754  -3.911  29.490
H  -2.224  -4.728  27.713
H  -6.398  -9.162  25.704
H  -7.757  -8.262  25.074
H  -6.702  -7.873  27.480
H  -7.340  -6.422  26.739
O  -3.351  -7.626  22.324
N  -1.907  -7.705  22.244
O  -1.546  -7.286  23.500
I  -8.952  -4.083  17.088
C  -7.619  -3.928  18.746
C  -7.102  -5.147  19.165
C  -6.426  -5.244  20.332
C  -6.211  -4.141  21.190
C  -6.739  -2.954  20.737
C  -7.406  -2.792  19.516
C  -5.222  -4.248  22.260
O  -4.997  -3.311  23.003
O  -4.538  -5.358  22.187
H  -7.127  -6.069  18.615
H  -5.966  -6.211  20.618
H  -6.464  -2.015  21.183
H  -7.680  -1.783  19.171

Force components x, y, z for each atom (eV/Å):
-0.28 0.65 -0.81
-0.85 -0.13 -0.56
-1.55 0.41 0.04
0.47 -0.18 -0.06
1.30 0.17 -0.93
-0.48 -0.20 -0.83
-0.49 0.19 0.16
0.57 0.50 0.74
-1.11 -0.48 -0.10
-1.26 -0.71 1.99
-0.32 1.06 0.21
0.10 -1.20 0.14
0.40 -0.26 0.19
1.40 -0.49 0.79
0.11 0.60 -0.07
0.11 -0.48 -0.12
0.30 0.29 0.01
1.14 -0.04 -0.54
0.39 0.59 -0.04
0.04 0.18 -0.99
-0.51 -0.79 -2.18
0.18 -0.43 1.07
0.05 0.76 0.13
-0.34 0.10 -1.21
-0.80 -0.68 0.29
0.47 0.72 0.44
-0.32 -0.16 0.29
0.40 0.15 0.57
0.49 0.65 0.24
0.72 0.18 -0.81
-0.05 0.65 1.02
0.49 -0.39 0.05
-0.94 -0.29 -1.71
1.24 0.28 0.61
1.15 1.28 -0.09
-0.45 -0.35 1.16
-0.79 -0.92 -2.12
1.12 1.03 2.73
-0.26 -0.94 -2.94
-0.71 -0.30 2.18
0.77 0.72 -1.90
1.36 1.14 -0.28
0.68 0.30 -1.19
-0.88 -0.88 0.97
-0.24 -0.68 1.26
1.40 1.69 -0.07
1.10 -1.48 2.59
-0.89 -1.07 -1.12
0.44 0.21 -0.24
-1.42 -1.13 0.46
-0.28 0.29 -0.32
0.24 -0.01 1.52
-0.55 -0.24 0.73
0.43 0.45 -0.71
-1.27 -0.16 -0.45
0.00 0.92 -0.90
-1.19 0.29 -0.74
0.31 -0.78 0.39
-1.32 0.30 -0.12
0.55 -0.59 0.59
0.52 0.48 0.29
-0.65 -0.28 -0.14
-0.21 -0.18 -0.32
1.17 -0.57 1.98
-1.17 -1.02 -2.21
0.52 1.40 -0.50
-0.27 -0.31 -0.39
1.06 0.46 0.95
-0.28 -0.19 0.32
-0.12 -0.16 0.40
-0.53 -0.01 -0.63
-0.36 0.73 -0.23
0.01 0.05 0.76
-0.06 -0.69 0.26

Properties
* relative energy (zero: lowest compared OMol25 entry of this formula, charge and spin): 74.89 kcal per mole
* HOMO energy (alpha / beta): -4.93 / -5.42 eV
* spin multiplicity: 2
* <S²>: 0.76
* total charge: -1
* strongest force on any atom: 0.0618 hartree/bohr


(2)
The following is a DFT calculation (wB97M-V/def2-TZVPD) of a structure of composition C25H29N13Sr in a non-equilibrium geometry.

Cartesian coordinates (Å):
Sr  0.102  1.718  0.209
C  -0.299  1.087  4.843
C  0.062  1.549  3.580
N  -0.350  0.941  2.476
C  -1.127  -0.142  2.601
C  -1.470  -0.594  3.887
N  -1.061  0.019  4.977
C  -1.595  -0.795  1.361
C  -2.428  -1.908  1.402
C  -2.878  -2.509  0.220
C  -2.453  -1.906  -0.971
C  -1.616  -0.795  -0.945
N  -1.190  -0.261  0.205
C  -1.159  -0.145  -2.191
C  -1.503  -0.604  -3.474
N  -1.091  0.001  -4.568
C  -0.326  1.068  -4.440
C  0.035  1.537  -3.180
N  -0.380  0.938  -2.072
C  -3.741  -3.703  0.230
C  -4.165  -4.297  1.426
C  -4.967  -5.429  1.373
N  -5.362  -5.988  0.246
C  -4.972  -5.442  -0.888
C  -4.169  -4.311  -0.957
H  0.013  1.568  5.757
H  0.691  2.420  3.457
H  -2.089  -1.461  4.062
H  -2.736  -2.307  2.353
H  -2.783  -2.300  -1.916
H  -2.123  -1.472  -3.646
H  -0.009  1.540  -5.357
H  0.669  2.407  -3.062
H  -3.883  -3.900  2.388
H  -5.305  -5.909  2.279
H  -5.315  -5.931  -1.788
H  -3.887  -3.926  -1.923
C  5.183  2.471  -1.011
C  5.296  1.587  0.233
N  4.544  0.342  0.097
C  5.349  -0.869  -0.022
C  6.001  -1.010  -1.395
C  3.208  0.359  0.048
C  2.485  -0.929  -0.213
N  2.481  1.427  0.222
H  5.668  3.426  -0.830
H  4.145  2.658  -1.284
H  5.666  1.992  -1.859
H  4.964  2.128  1.128
H  6.343  1.328  0.391
H  4.738  -1.745  0.185
H  6.128  -0.829  0.745
H  5.252  -1.070  -2.181
H  6.592  -1.920  -1.418
H  6.662  -0.174  -1.606
H  2.870  -1.411  -1.108
H  1.423  -0.727  -0.348
H  2.602  -1.608  0.631
H  3.056  2.240  0.419
N  -4.540  4.585  -0.163
N  -3.231  4.491  0.067
N  -2.477  5.549  0.165
C  -1.267  5.032  0.277
N  -1.309  3.702  0.253
N  -2.576  3.370  0.123
H  -4.942  5.474  0.106
H  -5.070  3.746  0.020
H  -0.380  5.625  0.375

Force components x, y, z for each atom (eV/Å):
1.02 1.28 -0.14
0.14 0.20 -0.23
0.02 0.03 0.40
-0.36 -0.53 0.71
-0.05 -0.04 0.80
-0.03 -0.06 -0.64
-0.05 -0.06 0.39
-0.52 -0.71 -0.17
0.05 0.08 -0.21
0.43 0.60 0.00
0.06 0.09 0.20
-0.50 -0.68 0.19
-0.57 -0.85 -0.01
-0.04 -0.04 -0.76
-0.03 -0.05 0.64
-0.05 -0.06 -0.39
0.14 0.20 0.22
0.03 0.03 -0.37
-0.33 -0.51 -0.63
-0.45 -0.64 0.00
0.11 0.16 -0.34
0.19 0.28 0.32
-0.29 -0.42 0.00
0.19 0.28 -0.32
0.11 0.16 0.33
0.15 0.19 -0.01
0.05 0.07 0.06
-0.04 -0.07 -0.16
0.02 -0.01 0.02
0.02 -0.01 -0.03
-0.04 -0.07 0.17
0.14 0.19 0.01
0.04 0.07 -0.07
-0.04 -0.05 0.09
0.00 0.01 0.17
0.00 0.01 -0.17
-0.04 -0.05 -0.09
0.03 -0.06 0.14
-0.06 0.38 -0.19
-0.10 0.02 0.12
0.24 -0.34 -0.27
-0.10 -0.03 0.25
0.45 -0.20 0.07
0.04 0.03 0.03
0.54 0.40 0.12
0.07 0.09 -0.03
0.04 0.04 -0.03
0.05 -0.01 -0.08
0.05 -0.10 -0.04
-0.13 -0.03 0.08
0.02 0.08 0.08
-0.17 -0.01 0.02
-0.09 0.02 -0.11
0.09 -0.08 -0.04
0.09 0.08 -0.05
-0.04 -0.11 -0.03
0.02 -0.09 -0.03
-0.02 -0.08 -0.02
0.07 -0.05 0.00
-1.24 0.00 -0.57
1.38 -0.28 0.40
-0.12 0.85 -0.07
-0.19 0.10 0.03
-0.03 1.00 0.10
-0.92 -0.60 -0.19
0.19 -0.13 0.12
0.19 0.06 0.17
0.13 0.11 0.03

Properties
* HOMO energy: -14.02 eV
* spin multiplicity: 1
* total charge: +2
* strongest force on any atom: 0.0320 hartree/bohr